Record 1
DFT (ωB97M-V/def2-TZVPD) results for a 3-piece molecular cluster, C35H65BrF4N3O9S overall at a distorted geometry.

Geometry as XYZ:
```
118
C35H65BrF4N3O9S, DFT ωB97M-V/def2-TZVPD
C -5.41 -1.69 -4.14
C -4.69 -0.51 -5.00
C -5.43 0.95 -4.92
C -5.63 1.51 -3.38
C -4.23 2.16 -2.77
C -4.64 3.08 -1.46
C -4.35 2.22 -0.09
C -4.74 2.99 1.30
C -4.23 4.54 1.41
C -2.77 4.68 2.18
C -1.67 3.79 1.30
C -0.14 4.35 1.64
C 0.79 3.01 1.87
C 1.08 2.04 0.58
N 1.93 0.76 0.71
C 2.08 -0.03 -0.60
C 0.76 -0.96 -0.93
C 1.09 -2.15 -2.05
Br -0.78 0.09 -1.73
C 2.55 0.29 2.03
S 3.62 -1.29 2.17
O 3.40 -1.85 3.61
O 5.14 -1.00 1.99
F 3.07 -2.54 1.09
C 2.36 1.15 3.44
C 1.45 2.55 3.33
C 1.17 3.56 4.60
O 0.14 3.21 5.41
O 1.95 4.75 4.96
C 2.42 5.49 3.78
O 3.37 6.52 4.27
C 3.76 7.46 3.21
F 4.23 6.84 1.95
F 4.93 8.24 3.75
F 2.72 8.50 2.90
H -6.48 -1.91 -4.59
H -4.77 -2.69 -4.28
H -5.52 -1.47 -2.99
H -4.59 -0.91 -6.11
H -3.59 -0.35 -4.60
H -4.80 1.73 -5.56
H -6.48 0.88 -5.46
H -5.96 0.64 -2.64
H -6.44 2.37 -3.33
H -3.70 2.85 -3.58
H -3.43 1.36 -2.46
H -5.78 3.43 -1.47
H -3.93 4.04 -1.51
H -4.97 1.22 -0.11
H -3.22 1.90 -0.08
H -4.21 2.39 2.18
H -5.91 2.90 1.52
H -5.00 5.17 2.06
H -4.14 5.11 0.39
H -2.88 4.29 3.29
H -2.40 5.81 2.16
H -1.98 3.95 0.17
H -1.75 2.63 1.53
H 0.20 4.94 0.69
H -0.26 5.02 2.60
H 0.61 2.37 -0.46
H 2.16 0.81 -1.44
H 3.10 -0.62 -0.64
H 0.36 -1.45 0.06
H 0.08 -2.60 -2.48
H 1.64 -1.58 -2.94
H 1.81 -2.97 -1.60
H 2.82 0.84 4.48
H 1.56 6.08 3.20
H 3.01 4.84 3.00
C -6.23 -0.78 1.24
O -4.97 -0.92 0.60
C -3.86 -0.79 1.50
C -3.18 -2.15 1.73
N -4.02 -3.05 2.53
C -3.58 -4.44 2.53
C -3.51 -5.18 1.18
O -4.78 -5.43 0.58
C -5.32 -4.33 -0.13
H -6.99 -0.66 0.47
H -6.48 -1.67 1.83
H -6.26 0.11 1.88
H -4.14 -0.31 2.45
H -3.14 -0.13 1.01
H -2.23 -2.00 2.25
H -2.97 -2.58 0.75
H -4.97 -3.02 2.16
H -4.28 -4.99 3.17
H -2.60 -4.50 3.02
H -3.07 -6.17 1.37
H -2.83 -4.70 0.46
H -4.56 -3.73 -0.62
H -5.93 -3.72 0.53
H -6.00 -4.72 -0.91
C 8.80 -5.41 -2.68
O 8.93 -4.90 -1.35
C 9.80 -3.76 -1.26
C 8.99 -2.48 -0.99
N 8.22 -2.08 -2.17
C 7.21 -1.05 -1.90
C 6.11 -1.37 -0.87
O 5.18 -2.37 -1.30
C 5.63 -3.71 -1.12
H 8.31 -6.38 -2.62
H 8.18 -4.75 -3.29
H 9.78 -5.54 -3.14
H 10.45 -3.66 -2.13
H 10.44 -3.95 -0.39
H 9.69 -1.67 -0.73
H 8.35 -2.67 -0.14
H 7.74 -2.90 -2.55
H 6.72 -0.83 -2.86
H 7.72 -0.13 -1.59
H 5.51 -0.46 -0.74
H 6.50 -1.61 0.12
H 6.25 -3.83 -0.23
H 6.17 -4.04 -2.01
H 4.76 -4.36 -1.02
```

Output
HOMO-LUMO gap in eV: 4.4
Total charge: +1
Energy above the lowest of the compared OMol25 structures with the same formula, charge and spin in eV: 19.900
Calculated total energy in eV: -151965.375
LUMO in eV: -6.08

Record 2
DFT (ωB97M-V/def2-TZVPD) results for C35H65BrHgN6O5SSbSi3 as an isolated structure at a distorted geometry.

Geometry as XYZ:
```
118
C35H65BrHgN6O5SSbSi3, DFT ωB97M-V/def2-TZVPD
Hg -0.58 -0.42 -0.33
Br -3.66 5.40 5.10
C -3.39 3.86 4.02
C -2.74 3.99 2.80
C -2.53 2.87 2.02
C -3.00 1.62 2.43
C -3.64 1.51 3.67
C -3.82 2.62 4.47
N -2.80 0.50 1.63
C -3.72 -0.37 1.55
C -3.53 -1.70 0.99
C -4.66 -2.50 0.81
C -4.50 -3.81 0.39
C -3.22 -4.29 0.21
C -2.15 -3.42 0.40
N -2.28 -2.15 0.75
H -2.40 4.96 2.47
H -2.01 2.94 1.07
H -3.94 0.54 4.03
H -4.28 2.53 5.44
H -4.72 -0.16 1.94
H -5.64 -2.08 1.00
H -5.36 -4.44 0.22
H -3.05 -5.32 -0.07
H -1.14 -3.77 0.29
O -0.07 0.35 2.65
N 0.41 0.46 1.50
C -4.53 2.23 -3.70
N -4.96 2.28 -2.31
C -4.18 2.64 -1.27
N -4.81 2.66 -0.06
S -2.59 3.12 -1.42
H -5.23 2.79 -4.32
H -4.47 1.20 -4.05
H -3.55 2.69 -3.77
H -5.91 2.02 -2.12
H -5.60 2.05 0.08
H -4.21 2.79 0.73
O 1.14 -2.55 -0.92
C 0.84 -3.67 -1.35
C 1.71 -4.86 -1.00
C 2.18 -5.71 -2.19
C 1.13 -6.68 -2.72
C -0.03 -5.98 -3.43
C -0.86 -5.09 -2.51
N -0.23 -3.84 -2.13
H 1.14 -5.49 -0.31
H 2.56 -4.47 -0.46
H 3.05 -6.29 -1.86
H 2.52 -5.05 -3.00
H 0.73 -7.26 -1.88
H 1.60 -7.37 -3.41
H -0.69 -6.74 -3.85
H 0.36 -5.39 -4.26
H -1.13 -5.67 -1.62
H -1.78 -4.82 -3.02
H -0.77 -2.95 -2.26
C 0.10 -1.42 -4.16
C -1.10 -0.74 -3.49
C -2.34 -0.97 -4.37
C -0.81 0.76 -3.43
O -1.36 -1.26 -2.22
H 0.38 -0.90 -5.09
H -0.12 -2.46 -4.41
H 0.96 -1.41 -3.49
H -2.23 -0.48 -5.33
H -3.22 -0.58 -3.86
H -2.50 -2.04 -4.53
H -0.65 1.17 -4.43
H 0.09 0.94 -2.83
H -1.63 1.29 -2.96
C 4.03 3.21 3.87
Si 2.22 2.58 3.80
C 1.93 1.58 5.38
C 1.16 4.13 4.01
Sb 2.20 1.53 1.38
Si 2.18 3.69 -0.16
C 3.55 4.77 0.60
C 0.50 4.53 0.07
C 2.53 3.44 -1.99
Si 3.56 -0.65 1.98
C 3.84 -1.91 0.62
C 5.22 -0.03 2.63
C 2.52 -1.41 3.37
H 4.53 2.88 4.79
H 4.06 4.30 3.86
H 4.63 2.86 3.03
H 1.87 2.27 6.23
H 2.73 0.86 5.58
H 0.98 1.03 5.33
H 1.63 4.80 4.74
H 0.17 3.87 4.39
H 1.03 4.70 3.09
H 3.30 5.08 1.61
H 3.69 5.67 -0.01
H 4.49 4.23 0.64
H 0.21 4.57 1.12
H -0.28 4.00 -0.47
H 0.53 5.55 -0.31
H 3.49 2.93 -2.13
H 2.56 4.40 -2.51
H 1.75 2.83 -2.45
H 4.62 -1.58 -0.06
H 2.93 -2.06 0.04
H 4.12 -2.87 1.05
H 5.73 0.55 1.85
H 5.86 -0.87 2.89
H 5.12 0.60 3.51
H 1.74 -2.05 2.95
H 2.02 -0.64 3.95
H 3.13 -2.01 4.05
C 3.11 -0.25 -2.70
C 3.01 0.46 -1.36
O 4.04 0.86 -0.80
O 1.83 0.63 -0.88
H 4.14 -0.21 -3.06
H 2.44 0.21 -3.42
H 2.80 -1.28 -2.55
```

Output
HOMO-LUMO gap (spin up / spin down) in eV: 6.1 / 6.3
Total charge: 0
Energy above the lowest of the compared OMol25 structures with the same formula, charge and spin in eV: 1.321
Calculated total energy in eV: -171751.962
LUMO (spin up / spin down) in eV: -0.60 / -0.61
Expectation value of S²: 0.76
Spin multiplicity: 2